[1]
Here is C5H9N as an isolated structure in a non-equilibrium geometry from OMol25. Energies are from ωB97M-V with the def2-TZVPD basis set.

## Properties
HOMO level = -8.9716 eV
LUMO = -0.32 eV
Energy relative to the best compared isomer or geometry (same formula, charge and spin) = 367.6 kJ/mol
E = -250.5269 hartree
F_max = 2.922 eV Å⁻¹
2S+1 = 1

Positions of all 15 atoms, in Å:
C (0.293725, 0.306432, -1.459998)
C (0.729749, -0.118785, -0.102241)
C (1.044160, 1.050491, 0.848866)
C (-0.558617, -1.035487, 0.556943)
C (-1.829560, -0.600588, -0.120494)
N (-2.909161, -0.911412, 0.255256)
H (0.519846, -0.362854, -2.298926)
H (0.307229, 1.366567, -1.722267)
H (-1.326436, 0.120081, -1.207625)
H (1.525823, -0.875345, -0.109828)
H (0.187145, 1.735344, 0.888567)
H (1.925076, 1.649808, 0.574212)
H (1.214762, 0.668712, 1.860503)
H (-0.666248, -0.864181, 1.643854)
H (-0.457492, -2.128782, 0.393175)

Force components x, y, z for each atom (eV/Å):
-2.31 -0.38 0.20
-1.58 -0.91 0.84
-0.17 -0.20 0.06
1.82 0.90 -0.39
-1.29 -1.50 2.15
0.65 1.03 -1.41
-0.20 0.25 0.30
0.25 -0.26 0.14
2.52 0.44 -0.89
0.02 0.37 -0.20
0.11 -0.13 0.01
-0.24 -0.36 -0.18
-0.02 0.11 -0.10
0.23 -0.08 -0.51
0.20 0.71 -0.04



[2]
Here is a 2-piece molecular cluster, C2H3F2O2S overall in a non-equilibrium geometry from OMol25. Energies are from ωB97M-V with the def2-TZVPD basis set.

## Properties
HOMO level = -4.0943 eV
LUMO = 4.10 eV
Energy relative to the best compared isomer or geometry (same formula, charge and spin) = 115.3 kJ/mol
E = -826.3973 hartree
F_max = 3.660 eV Å⁻¹
Net charge = -1
2S+1 = 1

Positions of all 10 atoms, in Å:
C (1.146911, 0.069473, -0.010542)
C (-0.149044, -0.605530, -0.114029)
O (-1.899365, 1.171177, -1.060814)
O (-1.204315, 1.390168, 1.246378)
F (-0.262144, -1.172521, -1.389474)
F (-0.237754, -2.068788, 0.982724)
S (-1.816097, 0.508757, 0.230373)
H (1.649343, -0.283200, 0.954108)
H (1.028297, 1.135226, 0.191209)
H (1.744170, -0.144765, -1.029934)

Force components x, y, z for each atom (eV/Å):
2.37 -1.05 -0.01
-2.01 -2.29 -0.65
-0.09 0.37 -1.30
-0.08 0.08 0.38
0.10 0.18 1.90
0.50 2.88 -2.20
0.92 -0.85 1.24
-0.30 0.10 -1.57
-0.41 0.05 -0.42
-1.01 0.52 2.63



[3]
Here is C11H13NO as an isolated structure in a non-equilibrium geometry from OMol25. Energies are from ωB97M-V with the def2-TZVPD basis set.

## Properties
HOMO level (spin up / spin down) = -7.2564 / -7.2557 eV
LUMO (spin up / spin down) = -0.02 / -0.02 eV
Energy relative to the best compared isomer or geometry (same formula, charge and spin) = 400.1 kJ/mol
E = -556.7999 hartree
F_max = 4.966 eV Å⁻¹
2S+1 = 1

Positions of all 26 atoms, in Å:
C (-1.942676, -2.996976, -1.193962)
C (-1.275578, -1.899001, -0.792121)
C (-1.809863, -3.460752, -2.554845)
C (-0.304654, -1.138859, -1.513313)
C (-0.259095, -1.724265, -2.856081)
C (0.522813, -1.742871, -3.964022)
C (0.557006, -0.212466, -1.005546)
C (1.986820, 1.499539, 0.192885)
C (0.478602, -0.052488, 1.574900)
C (-0.503141, 1.728380, -0.024906)
C (0.647594, 0.683720, 0.178976)
N (-0.985884, -2.827788, -3.299121)
O (1.009894, -1.837564, -5.016690)
H (-2.713878, -3.555291, -0.605329)
H (-1.564040, -1.544349, 0.288348)
H (-2.170682, -4.323395, -3.023961)
H (1.355872, -0.155691, -1.725338)
H (1.977342, 2.214199, 0.976133)
H (2.152532, 2.087916, -0.669432)
H (2.940613, 0.946514, 0.360639)
H (-0.501088, -0.296376, 1.846815)
H (1.078669, -0.842753, 1.596624)
H (0.863473, 0.681859, 2.280380)
H (-1.316025, 1.113960, -0.217785)
H (-0.381341, 2.272373, -0.967411)
H (-0.744373, 2.206069, 0.815106)

Force components x, y, z for each atom (eV/Å):
-1.51 -0.81 -0.10
-2.46 0.47 3.94
1.75 1.47 0.38
0.72 0.01 0.36
0.79 -0.63 -0.89
0.34 0.70 -1.08
0.37 -1.33 -1.80
0.39 -1.69 0.51
-0.29 4.73 -1.48
1.99 -2.60 -2.96
-0.18 0.69 0.78
-0.27 -0.25 -0.40
-0.11 0.40 1.45
1.02 0.90 -0.01
0.87 -0.64 -2.12
-1.17 -1.23 -0.02
0.57 0.91 -0.18
-0.35 0.67 1.05
-0.16 0.38 -1.36
-0.83 -0.22 -0.17
-1.58 -0.38 0.15
2.46 -3.54 0.15
-0.14 -0.11 0.42
-2.00 -1.11 -0.40
0.25 0.47 0.58
-0.47 2.72 3.20



Question: Which of these has the lowest E?
Answer: C2H3F2O2S



Question: Which of these has the highest E?
Answer: C5H9N